# 1
# C6H13N

The molecule C6H13N at a distorted geometry (wB97M-V/def2-TZVPD, OMol25).

Positions of all 20 atoms, in Å:
C  -1.0176  0.8454  -2.2114
C  0.0523  0.1805  -1.4288
C  -0.1246  0.1598  0.1027
C  -0.9957  1.2116  0.6846
C  0.7119  -0.7797  0.7507
C  0.5796  -0.8643  2.3207
N  1.8365  -1.3605  0.0843
H  -1.3060  1.8119  -1.7187
H  -0.5129  1.1279  -3.1433
H  -1.7881  0.2211  -2.4597
H  0.9793  0.5722  -1.8951
H  -0.0227  -0.9380  -1.5458
H  -0.4927  2.2372  0.6890
H  -1.4697  1.0707  1.7336
H  -1.9924  0.9816  0.0794
H  1.2635  -0.0722  2.6845
H  0.9023  -1.8128  2.7593
H  -0.4497  -0.6709  2.5052
H  2.2248  -2.1061  0.7228
H  1.6220  -1.8155  -0.7139

The calculation puts the HOMO energy at -7.47 eV. For the energy above the lowest of the compared OMol25 structures with the same formula, charge and spin, the calculation gives 49.6 kcal per mole. The maximum force comes out at 5.20 eV Å⁻¹. As for the SMILES: CC/C(C)=C(/C)N. Its orbital gap is 8.495 eV.


# 2
# C6H13N

The molecule C6H13N at a distorted geometry (wB97M-V/def2-TZVPD, OMol25).

Positions of all 20 atoms, in Å:
C  0.8911  3.2798  -1.4775
C  0.8303  1.7492  -1.7060
C  -0.1561  1.0486  -0.8030
C  0.1000  -0.1669  -0.2142
N  -0.7217  -1.0884  0.5441
C  -0.1221  -1.9565  1.5510
C  -1.1958  -3.0498  1.8423
H  1.4604  3.7718  -2.2428
H  1.4353  3.4144  -0.4825
H  -0.0399  3.7131  -1.4172
H  0.4229  1.6526  -2.7733
H  1.8450  1.2243  -1.6342
H  -1.1634  1.4896  -0.7327
H  1.1215  -0.5250  -0.4338
H  -1.6722  -0.8861  0.7020
H  0.1924  -1.3386  2.4149
H  0.9643  -2.2530  1.1726
H  -2.2992  -2.7295  1.8262
H  -1.2312  -3.8401  1.1155
H  -0.6617  -3.5098  2.7486

The calculation puts the HOMO energy at -7.63 eV. For the energy above the lowest of the compared OMol25 structures with the same formula, charge and spin, the calculation gives 42.4 kcal per mole. The maximum force comes out at 4.23 eV Å⁻¹. As for the SMILES: CC/C=C/NCC. Its orbital gap is 8.788 eV.


# 3
# C6H13N

A structure of composition C6H13N at a distorted geometry (wB97M-V/def2-TZVPD, OMol25).

Positions of all 20 atoms, in Å:
C  -2.3896  0.2767  -0.7251
C  -1.3483  0.4458  0.3949
N  1.1827  1.7104  0.2196
C  1.0095  0.3404  -0.1331
C  -0.1486  -0.4500  0.2671
C  0.1671  -1.3612  1.3990
C  2.0762  -0.3221  -0.9909
H  -1.9140  0.4564  -1.7186
H  -3.2869  0.9028  -0.5759
H  -2.7742  -0.7418  -0.6997
H  -1.0622  1.5316  0.3855
H  -1.8670  0.2638  1.3226
H  2.1550  2.0314  -0.0524
H  0.4961  1.2895  -0.6426
H  0.5660  -0.7688  2.2620
H  -0.7304  -1.9664  1.7431
H  0.9614  -2.0415  1.1254
H  3.0535  -0.1716  -0.5529
H  1.8521  -1.4327  -1.0094
H  2.0017  0.0071  -2.0186

The calculation puts the HOMO energy at -6.95 eV. For the energy above the lowest of the compared OMol25 structures with the same formula, charge and spin, the calculation gives 118.7 kcal per mole. The maximum force comes out at 5.20 eV Å⁻¹. Its orbital gap is 7.325 eV.